Entry 1:
Below is a molecular structure, C41H40CsFN4O2 at a distorted geometry, with properties calculated with ωB97M-V with the def2-TZVPD basis set.

Structure (ORCA input):
```
! wB97M-V def2-TZVPD RIJCOSX def2/J DEFGRID3
* xyz 0 1
Cs -0.84 -0.40 1.08
C 0.76 3.46 4.18
O 0.09 2.24 4.56
C -0.96 2.11 3.73
N -1.19 3.05 2.90
C -0.17 4.08 3.09
C 0.52 4.43 1.80
C 1.23 3.46 1.10
C 1.85 3.77 -0.10
C 1.78 5.06 -0.60
C 1.07 6.04 0.09
C 0.44 5.71 1.28
C -1.77 0.89 3.77
C -3.10 0.95 3.38
C -3.81 -0.23 3.25
C -3.14 -1.42 3.46
C -1.81 -1.38 3.84
N -1.14 -0.25 4.03
C -1.02 -2.62 3.83
N -1.26 -3.55 3.01
C -0.23 -4.58 3.18
C 0.65 -4.01 4.33
O 0.02 -2.76 4.68
C 0.51 -4.77 1.87
C 0.40 -5.97 1.17
C 1.01 -6.12 -0.07
C 1.73 -5.07 -0.62
C 1.84 -3.88 0.07
C 1.23 -3.73 1.31
H 1.74 3.22 3.78
H 0.87 4.09 5.05
H -0.66 4.98 3.47
H 1.31 2.44 1.48
H 2.40 3.01 -0.64
H 2.27 5.31 -1.54
H 1.00 7.04 -0.30
H -0.12 6.47 1.82
H -3.56 1.91 3.17
H -4.85 -0.22 2.95
H -3.63 -2.38 3.32
H -0.70 -5.52 3.47
H 1.67 -3.81 4.02
H 0.66 -4.66 5.21
H -0.18 -6.78 1.59
H 0.92 -7.06 -0.60
H 2.20 -5.19 -1.59
H 2.39 -3.05 -0.36
H 1.33 -2.78 1.83
C -3.00 1.96 -0.71
C -1.65 2.10 -1.42
C -1.44 3.55 -1.86
C -1.55 1.13 -2.58
C -2.37 1.29 -3.69
C -2.31 0.40 -4.75
C -1.42 -0.67 -4.69
C -0.59 -0.86 -3.59
C 0.31 -2.07 -3.54
C 1.19 -2.22 -4.78
C -0.53 -3.33 -3.30
C -0.65 0.06 -2.51
N 0.13 -0.18 -1.38
C 1.42 0.16 -1.39
C 2.11 0.81 -2.46
C 3.45 1.13 -2.40
C 4.21 0.87 -1.26
C 3.58 0.26 -0.18
C 2.25 -0.07 -0.27
F 1.71 -0.69 0.86
H -3.06 2.63 0.16
H -3.18 0.94 -0.37
H -3.82 2.22 -1.39
H -0.85 1.88 -0.71
H -2.25 3.88 -2.52
H -0.49 3.65 -2.39
H -1.42 4.21 -0.99
H -3.07 2.11 -3.75
H -2.95 0.53 -5.61
H -1.39 -1.38 -5.51
H 0.97 -1.97 -2.68
H 0.60 -2.37 -5.69
H 1.86 -3.07 -4.66
H 1.80 -1.32 -4.91
H -1.23 -3.50 -4.12
H -1.11 -3.22 -2.38
H 0.11 -4.21 -3.20
H 1.54 1.04 -3.36
H 3.92 1.61 -3.25
H 5.26 1.13 -1.22
H 4.12 0.03 0.72
*
```

The calculation puts the largest force on an atom at 0.024 hartree/bohr.


Entry 2:
Below is 7 unconnected molecules or ions with the total composition C22H63N9O7 at a distorted geometry, with properties calculated with ωB97M-V with the def2-TZVPD basis set.

Structure (ORCA input):
```
! wB97M-V def2-TZVPD RIJCOSX def2/J DEFGRID3
* xyz 0 1
C -2.95 -8.94 16.49
C -3.34 -10.15 17.32
C -4.49 -9.76 18.33
O -4.89 -10.92 19.12
C -6.11 -10.59 19.88
N -3.66 -11.22 16.42
H -3.80 -8.61 15.86
H -2.20 -9.26 15.80
H -2.64 -8.07 17.15
H -2.50 -10.41 17.88
H -5.37 -9.47 17.69
H -4.28 -8.90 19.03
H -5.95 -9.72 20.52
H -6.36 -11.45 20.47
H -6.86 -10.37 19.10
H -4.43 -10.95 15.82
H -3.95 -11.98 17.03
C -6.23 -13.86 18.46
C -7.08 -14.51 17.26
C -8.52 -14.18 17.22
O -9.09 -14.43 18.52
C -10.45 -14.02 18.60
N -6.47 -13.93 16.07
H -6.82 -13.93 19.34
H -6.04 -12.85 18.07
H -5.29 -14.41 18.61
H -7.09 -15.58 17.26
H -9.05 -14.69 16.35
H -8.59 -13.06 17.15
H -10.91 -14.40 19.48
H -10.98 -14.36 17.72
H -10.40 -12.95 18.67
H -6.44 -14.60 15.26
H -5.45 -13.83 16.27
C -4.28 -5.98 11.49
C -4.91 -6.72 12.60
C -5.45 -5.75 13.67
O -5.77 -6.40 14.86
C -5.74 -5.64 16.03
N -5.99 -7.64 12.18
H -3.47 -5.33 11.83
H -5.03 -5.43 10.92
H -3.72 -6.67 10.81
H -4.11 -7.31 13.00
H -6.33 -5.24 13.23
H -4.68 -5.03 13.79
H -6.25 -6.16 16.87
H -6.47 -4.83 15.90
H -4.76 -5.26 16.23
H -5.66 -8.20 11.41
H -6.10 -8.32 12.92
C -6.99 -11.64 10.80
C -6.62 -12.64 11.86
C -5.28 -13.26 11.67
O -5.22 -14.29 12.70
C -3.94 -14.54 13.06
N -6.85 -12.08 13.19
H -8.04 -11.37 10.99
H -6.88 -12.12 9.80
H -6.34 -10.71 10.91
H -7.34 -13.45 11.68
H -4.49 -12.49 11.78
H -5.11 -13.73 10.70
H -3.21 -14.88 12.29
H -3.93 -15.42 13.71
H -3.37 -13.76 13.60
H -6.08 -11.54 13.57
H -6.98 -12.79 13.95
C -11.01 -12.59 13.14
C -9.90 -11.89 13.83
C -9.42 -10.61 13.10
O -10.30 -9.53 13.39
C -10.06 -8.50 12.49
N -10.37 -11.40 15.13
H -11.85 -11.97 12.88
H -11.48 -13.38 13.73
H -10.74 -13.14 12.20
H -9.07 -12.61 14.02
H -9.44 -10.74 11.99
H -8.41 -10.32 13.44
H -10.26 -8.80 11.46
H -9.05 -8.10 12.61
H -10.72 -7.64 12.73
H -10.98 -10.61 14.93
H -10.78 -12.19 15.62
C -2.41 -10.79 12.64
O -2.02 -10.80 11.50
N -1.77 -11.40 13.66
N -3.58 -10.09 12.95
H -0.91 -11.85 13.62
H -1.98 -11.19 14.63
H -3.93 -9.55 12.19
H -3.95 -10.06 13.89
C -6.82 -9.91 15.44
O -5.70 -9.92 14.98
N -7.42 -10.96 16.03
N -7.55 -8.75 15.38
H -7.06 -11.90 15.84
H -8.44 -10.93 16.11
H -8.52 -8.83 15.64
H -7.04 -7.92 15.22
*
```

Its energy above the lowest of the compared OMol25 structures with the same formula, charge and spin is 27.0 kcal/mol. The calculation puts the largest force on an atom at 0.068 hartree/bohr. As for the SMILES: COC[C@H](C)N.COC[C@H](C)N.COC[C@H](C)N.COC[C@H](C)N.COC[C@H](C)N.NC(N)=O.NC(N)=O.


Entry 3:
Below is 2 unconnected molecules or ions with the total composition CH3O2, with properties calculated with ωB97M-V with the def2-TZVPD basis set.

Structure (ORCA input):
```
! wB97M-V def2-TZVPD RIJCOSX def2/J DEFGRID3
* xyz -1 1
O 1.32 0.65 0.93
H 1.30 0.57 1.89
O -1.49 -0.91 -1.36
C -0.68 -0.31 -0.69
H -0.01 0.45 -1.13
H -0.44 -0.45 0.37
*
```

Its energy above the lowest of the compared OMol25 structures with the same formula, charge and spin is 20.2 kcal/mol. The calculation puts the largest force on an atom at 0.007 hartree/bohr.


Entry 4:
Below is a molecular structure, C28H36Cl3GdN8OS at a distorted geometry, with properties calculated with ωB97M-V with the def2-TZVPD basis set.

Structure (ORCA input):
```
! wB97M-V def2-TZVPD RIJCOSX def2/J DEFGRID3
* xyz 2 8
Gd 0.00 0.00 0.00
N -0.14 1.46 1.80
C 0.65 2.63 1.43
C 0.74 2.82 -0.11
N 1.31 1.67 -0.82
C 2.72 1.41 -0.49
C 3.02 -0.10 -0.49
N 2.15 -0.82 0.43
C 1.07 1.68 -2.26
C -0.12 0.80 -2.66
N 0.01 -0.58 -2.22
H -1.14 1.74 1.85
H 0.15 1.07 2.73
H 1.64 2.56 1.87
H 0.19 3.52 1.87
H 1.31 3.73 -0.33
H -0.28 3.00 -0.48
H 2.98 1.79 0.50
H 3.39 1.94 -1.18
H 4.07 -0.26 -0.21
H 2.90 -0.51 -1.50
H 2.41 -0.59 1.41
H 2.23 -1.85 0.28
H 1.95 1.31 -2.81
H 0.92 2.71 -2.63
H -0.23 0.82 -3.75
H -1.04 1.22 -2.24
H 0.88 -1.05 -2.54
H -0.84 -1.13 -2.49
Cl 1.44 -11.98 -2.20
C 1.27 -10.28 -1.95
C 1.44 -9.76 -0.68
C 1.30 -8.38 -0.47
C 1.00 -7.51 -1.54
C 0.86 -6.02 -1.29
C -0.54 -5.71 -0.75
N -0.85 -4.29 -0.89
C -1.49 -3.71 -1.95
C -1.46 -2.36 -1.68
N -0.82 -2.12 -0.49
C -0.49 -3.31 -0.02
O 1.84 -5.63 -0.31
C 2.82 -4.71 -0.80
C 3.70 -5.27 -1.87
C 4.58 -6.32 -1.74
Cl 4.90 -7.23 -0.31
S 5.39 -6.73 -3.16
C 4.61 -5.48 -4.03
C 3.73 -4.78 -3.22
C 0.83 -8.08 -2.82
Cl 0.41 -7.11 -4.19
C 0.96 -9.45 -3.02
H 1.68 -10.40 0.16
H 1.45 -7.98 0.53
H 1.02 -5.46 -2.21
H -0.63 -5.95 0.32
H -1.32 -6.25 -1.29
H -1.88 -4.27 -2.78
H -1.86 -1.55 -2.27
H 0.03 -3.50 0.91
H 3.44 -4.42 0.06
H 2.31 -3.80 -1.14
H 4.82 -5.32 -5.07
H 3.14 -3.95 -3.59
H 0.83 -9.88 -4.02
N -6.59 -0.62 0.17
C -5.65 -0.01 -0.12
C -4.49 0.74 -0.48
C -4.60 1.98 -1.12
C -3.44 2.68 -1.45
C -2.21 2.12 -1.14
N -2.08 0.92 -0.52
C -3.22 0.26 -0.21
H -5.57 2.40 -1.36
H -3.49 3.65 -1.95
H -1.28 2.63 -1.37
H -3.07 -0.70 0.29
H -0.79 -0.80 1.75
*
```

As for the expectation value of S²: 16.0443. The calculation puts the largest force on an atom at 0.098 hartree/bohr.


Entry 5:
Below is a molecular structure, C33H36N8OS2Y at a distorted geometry, with properties calculated with ωB97M-V with the def2-TZVPD basis set.

Structure (ORCA input):
```
! wB97M-V def2-TZVPD RIJCOSX def2/J DEFGRID3
* xyz 3 1
Y -0.15 0.07 -0.33
O 2.31 0.26 0.78
C 3.22 1.11 0.08
C 2.49 2.32 -0.43
C 3.16 3.52 -0.59
C 2.50 4.60 -1.16
C 1.19 4.43 -1.56
C 0.58 3.21 -1.35
N 1.20 2.16 -0.79
H 2.81 -0.46 1.18
H 3.65 0.58 -0.78
H 4.04 1.42 0.73
H 4.19 3.61 -0.27
H 3.01 5.54 -1.30
H 0.63 5.23 -2.03
H -0.44 3.06 -1.66
N 1.79 -4.07 -0.52
C 1.85 -2.74 -0.65
N 0.81 -2.13 -0.12
C 0.02 -3.16 0.42
C -1.16 -3.11 1.16
C -1.72 -4.31 1.55
C -1.12 -5.54 1.23
C 0.06 -5.60 0.53
C 0.63 -4.39 0.15
H 2.48 -4.73 -0.85
H 2.69 -2.25 -1.13
H -1.61 -2.17 1.47
H -2.63 -4.31 2.14
H -1.60 -6.45 1.55
H 0.54 -6.55 0.32
N -3.08 -1.86 -1.56
C -2.11 -1.38 -1.15
H -3.91 -2.31 -1.88
N -1.94 1.45 -0.25
S -3.14 1.40 0.85
C -4.67 1.44 -0.10
C -4.93 2.47 -1.00
C -6.13 2.45 -1.69
C -7.05 1.43 -1.48
C -6.78 0.41 -0.58
C -5.58 0.41 0.12
C -3.23 3.04 1.58
C -4.37 3.37 2.31
C -4.46 4.64 2.87
C -3.42 5.55 2.71
C -2.28 5.19 2.00
C -2.18 3.93 1.43
H -2.23 2.09 -0.99
H -4.24 3.29 -1.13
H -6.35 3.25 -2.39
H -7.99 1.44 -2.01
H -7.50 -0.37 -0.40
H -5.35 -0.37 0.84
H -5.18 2.66 2.43
H -5.34 4.92 3.43
H -3.50 6.54 3.13
H -1.48 5.90 1.89
H -1.30 3.63 0.88
C 1.84 3.21 3.76
N 1.18 2.16 3.00
C -0.03 1.68 3.27
N -0.74 2.23 4.24
S -0.66 0.31 2.44
H 2.87 3.29 3.42
H 1.86 2.98 4.82
H 1.36 4.18 3.61
H 1.71 1.63 2.32
H -0.36 2.95 4.84
H -1.64 1.85 4.48
C 0.20 -0.04 -5.64
C 1.23 -0.56 -4.86
C 1.12 -0.49 -3.49
N 0.08 0.05 -2.85
C -0.91 0.55 -3.61
C -0.89 0.53 -4.99
H 0.25 -0.08 -6.72
H 2.10 -1.01 -5.32
H 1.92 -0.89 -2.86
H -1.76 0.98 -3.09
H -1.71 0.95 -5.55
*
```

Its energy above the lowest of the compared OMol25 structures with the same formula, charge and spin is 14.8 kcal/mol. The calculation puts the largest force on an atom at 0.023 hartree/bohr.


Which calculated total energy belongs to each record? In order, -56487.4612; -51578.1835; -5179.4483; -112808.4562; -71468.6863 eV.